(1)
{
  "formula": "C5H5N2P",
  "method": "ωB97M-V with the def2-TZVPD basis set",
  "charge": 0,
  "gap_ev": [6.94, 6.97],
  "homo_ev": [-8.446, -8.469],
  "total_energy_ev": -17528.7028,
  "elements": ["C", "C", "C", "C", "C", "N", "N", "P", "H", "H", "H", "H", "H"],
  "coordinates": [[-2.26451, 0.74108, 0.20366], [-1.67842, -0.43845, 0.51283], [-0.25006, 1.10565, -0.23908], [0.55484, -1.22647, -0.14691], [2.03680, -0.87284, -0.28102], [-1.36525, 1.67487, -0.30535], [-0.30003, -0.21553, 0.26138], [2.96837, 0.65118, 0.26868], [-3.27296, 0.98614, 0.46057], [-1.99299, -1.28558, 1.00191], [0.81579, 1.46438, -0.51374], [2.54573, -1.69489, 0.09708], [2.20269, -0.88954, -1.32001]],
  "forces_ev_per_a": [[-0.5, -0.9, 0.8], [1.2, 2.7, -1.0], [4.2, -0.3, -0.1], [-0.2, 0.9, 1.5], [-1.7, 2.2, 0.5], [-1.2, 0.7, 0.0], [0.5, -1.4, -1.4], [-0.3, -0.2, 0.2], [-0.4, 0.3, -0.4], [-0.7, -1.7, 0.7], [-2.2, -0.2, 0.2], [1.0, -1.8, 0.7], [0.3, -0.3, -1.8]]
}

(2)
{
  "formula": "C5H5N3",
  "method": "ωB97M-V with the def2-TZVPD basis set",
  "charge": 0,
  "gap_ev": 7.85,
  "homo_ev": -9.166,
  "smiles": "N=c1nccccn1",
  "total_energy_ev": -9731.0291,
  "elements": ["C", "C", "C", "C", "C", "H", "H", "H", "H", "H", "N", "N", "N"],
  "coordinates": [[1.23451, -0.04240, 0.13383], [-0.58577, 1.59154, 0.10741], [-1.81946, 0.66503, 0.06440], [-1.78022, -0.65967, -0.31863], [-0.61759, -1.46104, -0.03064], [2.97130, -0.88151, -0.42554], [-0.59199, 2.59580, 0.19428], [-2.87860, 1.05145, -0.05305], [-2.70839, -1.10510, -0.06315], [-1.16101, -2.49924, -0.45182], [2.48637, 0.14518, -0.26841], [0.59339, 1.26740, -0.02662], [0.60309, -1.37289, 0.44662]],
  "forces_ev_per_a": [[2.0, 1.4, -2.1], [-3.2, -3.4, -0.2], [-0.4, 0.3, -2.2], [1.3, 4.5, 3.2], [-0.1, -4.0, -1.4], [-1.5, 3.0, 1.0], [-1.7, 3.5, 0.1], [1.5, 0.3, 0.8], [-0.8, -1.0, -1.0], [2.7, 1.2, 2.1], [-1.6, -4.8, 0.5], [3.2, -2.9, 1.6], [-1.4, 2.0, -2.4]]
}

(3)
{
  "formula": "C5H5N3",
  "method": "ωB97M-V with the def2-TZVPD basis set",
  "charge": 0,
  "gap_ev": 9.29,
  "homo_ev": -9.902,
  "smiles": "C=C/C(C#N)=N\\N=C",
  "total_energy_ev": -9731.4164,
  "elements": ["C", "C", "C", "C", "C", "H", "H", "H", "H", "H", "N", "N", "N"],
  "coordinates": [[-0.17649, 1.76547, -0.03093], [0.94935, 1.20012, 0.05372], [1.09950, -0.23362, 0.02509], [-2.12226, -1.38506, 0.08937], [2.52313, -0.85448, -0.09249], [-1.16982, 1.26242, -0.17653], [-0.43874, 2.89253, -0.15583], [1.83292, 1.79584, 0.29102], [-1.96418, -2.15529, 0.95944], [-3.19478, -1.51904, -0.45515], [0.18354, -1.08546, 0.00229], [-1.16789, -0.58436, -0.39444], [3.64573, -1.09907, -0.11557]],
  "forces_ev_per_a": [[-7.0, 4.4, -1.4], [4.5, -0.6, 0.9], [2.4, -0.9, -0.3], [0.6, -0.1, -0.9], [-1.9, 1.7, 0.9], [1.7, 0.4, 0.3], [1.5, -1.7, 0.7], [0.0, -0.2, -0.5], [0.0, 1.5, -1.8], [2.7, 1.2, 1.4], [-2.9, -0.6, -0.9], [-1.4, -4.8, 1.6], [-0.2, -0.2, -0.2]]
}

(4)
{
  "formula": "C5H5N3OS",
  "method": "ωB97M-V with the def2-TZVPD basis set",
  "charge": 0,
  "gap_ev": 7.30,
  "homo_ev": -6.642,
  "smiles": "N=C=C1NC=CS1.N=C=O",
  "total_energy_ev": -22616.4913,
  "elements": ["C", "C", "C", "C", "C", "N", "N", "N", "O", "S", "H", "H", "H", "H", "H"],
  "coordinates": [[-2.30413, -0.80536, 0.16753], [-2.68944, -0.59955, 1.44567], [-0.23652, -0.17187, 0.98215], [1.06056, 0.05155, 1.15074], [2.01774, 0.43809, -2.42763], [-0.97749, -0.54074, -0.15011], [2.07239, 0.69526, 1.42178], [2.35922, 1.56738, -2.67308], [1.61318, -0.64268, -2.22981], [-1.26866, -0.05010, 2.43431], [-2.97888, -1.28388, -0.57835], [-3.61765, -0.88795, 1.95510], [2.82183, 0.20151, 1.89902], [-0.63065, -0.38232, -1.07668], [2.75850, 2.41066, -2.32064]],
  "forces_ev_per_a": [[-1.3, -0.6, 0.1], [1.0, -0.2, -0.1], [0.8, 0.4, 0.2], [-1.0, -0.3, -0.1], [0.4, 1.8, 0.5], [-0.4, -0.4, 0.8], [0.3, 0.7, 0.2], [-0.6, -1.6, -0.4], [0.1, 0.1, -0.3], [-0.9, -0.2, -0.7], [0.8, 0.7, 0.5], [0.6, 0.3, -0.5], [0.2, -0.4, -0.3], [0.0, 0.0, -0.1], [0.0, -0.2, 0.3]]
}

(5)
{
  "formula": "C5H5N4O2",
  "method": "ωB97M-V with the def2-TZVPD basis set",
  "charge": -1,
  "gap_ev": 8.01,
  "homo_ev": -4.658,
  "smiles": "[H]/N=C/[C@](N)(C#N)/C(=N\\[H])C(=O)[O-]",
  "total_energy_ev": -15320.4487,
  "elements": ["C", "C", "C", "C", "C", "N", "N", "N", "N", "O", "O", "H", "H", "H", "H", "H"],
  "coordinates": [[0.37506, -2.03779, 0.10600], [1.21566, 0.26831, -0.90589], [-1.05751, 0.20042, -0.12279], [-1.45151, 1.22414, 0.98493], [0.36744, -0.22555, 0.15555], [0.15836, -3.14838, -0.07241], [1.14686, -0.24209, -2.04177], [-1.80093, -0.11119, -1.11289], [0.78351, -0.01138, 1.50210], [-1.89889, 0.55039, 1.89817], [-1.08122, 2.39556, 0.86340], [1.98749, 1.14332, -0.80942], [1.69863, 0.18321, -2.72417], [-1.24377, -0.73560, -1.70743], [0.67680, 1.03222, 1.85317], [0.12404, -0.48561, 2.13346]],
  "forces_ev_per_a": [[-0.3, 4.3, -0.7], [3.3, 2.2, -1.2], [-1.6, 1.5, -0.9], [0.9, -1.0, -1.9], [-0.9, -4.2, 1.9], [0.1, -0.8, 0.2], [-1.6, -1.8, 0.0], [1.2, 0.0, 0.5], [0.7, 2.3, 2.2], [-1.4, -0.2, 2.3], [-0.1, 0.5, 0.1], [-1.7, -1.3, 0.9], [1.2, 1.0, -1.1], [-0.3, -0.2, -0.1], [0.3, -2.5, -1.6], [0.3, 0.2, -0.6]]
}

(6)
{
  "formula": "C5H5N4O3",
  "method": "ωB97M-V with the def2-TZVPD basis set",
  "charge": 1,
  "gap_ev": 9.49,
  "homo_ev": -15.114,
  "smiles": "Cc1[nH]c(=O)o[n+]1C(=O)NC#N",
  "total_energy_ev": -17359.1036,
  "elements": ["C", "C", "C", "C", "C", "N", "N", "N", "N", "O", "O", "O", "H", "H", "H", "H", "H"],
  "coordinates": [[-3.59776, -0.23003, -0.03206], [1.17921, -0.22763, 0.06962], [1.14216, 2.08103, 0.00155], [-1.30648, -0.50111, -0.26209], [1.61316, -1.53113, 0.21293], [-4.60123, -0.62304, 0.32023], [1.92179, 0.91752, 0.11227], [-0.08651, 0.21001, -0.10444], [-2.35226, 0.26269, -0.15340], [1.47484, 3.20481, 0.01948], [-1.23363, -1.66915, -0.48798], [-0.10649, 1.60990, -0.23623], [2.68289, -1.51700, -0.05182], [0.78563, -2.14689, -0.28508], [1.84339, -1.99675, 1.22910], [2.85893, 0.90648, -0.05928], [-2.21761, 1.25028, -0.29282]],
  "forces_ev_per_a": [[1.1, 0.3, 0.2], [-1.6, 4.8, 0.7], [1.2, 0.0, -0.5], [1.6, -2.2, -0.7], [0.7, -3.6, 0.5], [-1.7, -0.6, 0.1], [-3.0, -1.5, 0.3], [1.9, 0.9, 0.1], [-1.6, 2.0, -0.2], [-0.2, 0.0, 0.1], [-0.1, -0.5, 0.4], [-1.4, -0.7, 0.3], [-0.4, -0.6, -1.2], [1.9, 0.1, 0.3], [-1.2, 1.1, -0.6], [3.2, 0.2, -0.1], [-0.3, 0.4, 0.2]]
}

Quick rundown of relative energy (zero: lowest compared OMol25 entry of this formula, charge and spin), same order as above: 109.4 102.8 93.9 27.9 49.2 27.1 kcal per mole